{"formula": "C56H51AsN5O9PtS2", "method": "the ωB97M-V functional and the def2-TZVPD basis", "symbols": ["Pt", "C", "O", "C", "C", "C", "C", "C", "C", "N", "C", "N", "C", "C", "C", "C", "C", "C", "O", "C", "N", "C", "C", "C", "C", "C", "C", "O", "C", "H", "H", "H", "H", "H", "H", "H", "H", "H", "H", "H", "H", "H", "H", "H", "H", "H", "H", "H", "H", "H", "H", "O", "S", "O", "N", "C", "C", "C", "C", "C", "C", "C", "C", "N", "C", "C", "C", "C", "C", "C", "C", "H", "H", "H", "H", "H", "H", "H", "H", "H", "H", "H", "O", "As", "C", "C", "C", "C", "C", "C", "C", "C", "C", "C", "C", "C", "C", "C", "C", "C", "C", "C", "H", "H", "H", "H", "H", "H", "H", "H", "H", "H", "H", "H", "H", "H", "H", "C", "S", "O", "O", "O", "H", "H", "H"], "positions_angstrom": [[-0.38750, -0.30578, 0.18202], [-4.78231, 0.95051, -3.25191], [-4.55136, -0.24186, -2.51191], [-5.59356, -1.05223, -2.23794], [-6.90352, -0.81328, -2.63084], [-7.90485, -1.72778, -2.32295], [-7.60325, -2.89324, -1.64237], [-6.29616, -3.13551, -1.24304], [-5.29380, -2.21799, -1.51190], [-3.95969, -2.48294, -1.08939], [-3.10054, -1.55293, -0.59199], [-3.69242, -0.60893, 0.12270], [-3.20583, 0.41479, 0.90040], [-1.89106, 0.76669, 1.05648], [-1.55410, 1.77467, 1.93425], [-2.51921, 2.45391, 2.63679], [-3.86165, 2.14547, 2.45327], [-4.20170, 1.13230, 1.58986], [-5.48200, 0.72018, 1.35472], [-6.48350, 1.72141, 1.17386], [-1.80357, -1.65032, -0.74613], [-1.24669, -2.65048, -1.61807], [-1.80976, -2.93134, -2.86163], [-1.26580, -3.88570, -3.70448], [-0.13610, -4.57673, -3.31354], [0.44979, -4.30996, -2.08513], [-0.09025, -3.34949, -1.24064], [0.43518, -3.03509, -0.03559], [1.43852, -3.88147, 0.50137], [-3.81511, 1.43872, -3.30290], [-5.50239, 1.59750, -2.74292], [-5.14122, 0.72937, -4.25940], [-7.14489, 0.07799, -3.19377], [-8.92226, -1.52480, -2.63093], [-8.37821, -3.61427, -1.41850], [-6.04243, -4.04197, -0.70435], [-3.55601, -3.36253, -1.36305], [-4.69016, -0.72102, 0.23525], [-0.52506, 2.01225, 2.13613], [-2.23104, 3.22920, 3.33446], [-4.61807, 2.66696, 3.02334], [-6.40575, 2.52283, 1.90483], [-7.44041, 1.21971, 1.27683], [-6.40582, 2.14843, 0.17014], [-2.64429, -2.33112, -3.19770], [-1.71890, -4.07373, -4.66894], [0.31637, -5.31088, -3.96860], [1.33584, -4.85665, -1.79411], [1.66682, -3.48553, 1.48722], [2.34552, -3.87239, -0.10722], [1.07021, -4.90403, 0.59456], [-0.89339, -0.62264, -3.94731], [-0.60223, 0.35594, -2.94368], [-1.70770, 0.95367, -2.23965], [0.36200, -0.30245, -1.77587], [1.73332, -0.54539, -1.94930], [2.36659, -0.67479, -3.15999], [3.76149, -0.87750, -3.22443], [4.52169, -0.92468, -2.09523], [3.89088, -0.82756, -0.83636], [4.57794, -0.92228, 0.39523], [3.87183, -0.94068, 1.56489], [2.47034, -0.83078, 1.52478], [1.81520, -0.69298, 0.39481], [2.49277, -0.68650, -0.78215], [0.26226, 1.64815, -3.79783], [0.73997, 1.36840, -5.07528], [1.26584, 2.39127, -5.84776], [1.28647, 3.68894, -5.35398], [0.81222, 3.95709, -4.07577], [0.30522, 2.93644, -3.28876], [1.77910, -0.66839, -4.06538], [4.23089, -1.00557, -4.19130], [5.59186, -1.08772, -2.14444], [5.65971, -0.99655, 0.38877], [4.36543, -1.04789, 2.52241], [1.87205, -0.87853, 2.42495], [0.66103, 0.36275, -5.46601], [1.63660, 2.18128, -6.84327], [1.66739, 4.49529, -5.96829], [0.81867, 4.97143, -3.70146], [-0.07022, 3.14111, -2.29910], [0.98327, 1.82744, -0.27313], [0.99182, 3.35429, 0.41234], [1.81110, 3.33368, 2.16068], [2.51418, 4.44459, 2.62083], [3.16277, 4.38538, 3.84678], [3.11850, 3.22322, 4.60527], [2.42970, 2.11017, 4.13950], [1.77483, 2.16514, 2.91676], [-0.69992, 4.25974, 0.38899], [-0.84965, 5.45902, 1.07939], [-2.07321, 6.11195, 1.05655], [-3.13421, 5.57203, 0.33778], [-2.97696, 4.37283, -0.34703], [-1.76037, 3.70714, -0.32035], [2.18608, 4.49816, -0.57252], [1.72295, 5.61803, -1.25322], [2.62871, 6.47011, -1.87345], [3.98869, 6.19976, -1.81546], [4.44819, 5.05748, -1.16805], [3.54932, 4.20794, -0.54481], [2.55280, 5.35187, 2.03211], [3.71416, 5.24740, 4.20036], [3.62450, 3.18593, 5.56277], [2.41076, 1.19440, 4.71969], [1.22478, 1.30608, 2.55857], [-0.01649, 5.87242, 1.63742], [-2.19981, 7.03837, 1.60331], [-4.08494, 6.08966, 0.31280], [-3.81019, 3.94803, -0.89697], [-1.64871, 2.74268, -0.79863], [0.66270, 5.84101, -1.27278], [2.27342, 7.35610, -2.38601], [4.69409, 6.88623, -2.26610], [5.50858, 4.84155, -1.13486], [3.89266, 3.32989, -0.01153], [-0.53483, -2.68902, 4.10408], [-1.37972, -1.62776, 2.95344], [-1.95238, -2.48036, 1.94433], [-2.31053, -0.82719, 3.69908], [-0.20914, -0.79238, 2.38734], [-1.27720, -3.03065, 4.82325], [0.24596, -2.11514, 4.60317], [-0.11883, -3.52420, 3.54252]], "lowdin_charge": [1.4897, -0.0449, -0.0871, -0.2324, -0.0088, -0.0731, -0.0831, -0.0084, -0.1613, 0.1571, -0.3568, 0.1943, -0.1641, -0.1973, -0.1426, -0.0484, 0.0145, -0.2072, -0.0882, -0.0329, 0.0656, -0.1908, -0.0538, -0.0672, -0.0652, -0.0066, -0.2347, -0.1373, -0.0508, 0.0756, 0.0931, 0.1037, 0.1073, 0.1094, 0.1072, 0.1223, 0.1498, 0.1539, 0.0552, 0.1242, 0.1222, 0.0807, 0.0983, 0.0927, 0.1186, 0.1127, 0.1105, 0.1081, 0.0845, 0.0980, 0.1093, -0.2628, 0.6418, -0.3136, -0.2067, -0.2446, 0.0101, -0.0417, -0.0300, -0.1405, 0.0183, -0.0189, -0.1242, 0.0145, -0.1793, -0.2576, -0.0692, -0.0554, -0.0561, -0.0550, -0.0428, 0.0930, 0.1156, 0.1184, 0.1270, 0.1150, 0.0963, 0.1080, 0.1119, 0.1105, 0.0941, 0.0720, -0.4647, 1.2347, -0.2833, -0.0940, -0.0647, -0.0650, -0.0578, -0.1015, -0.3223, -0.0930, -0.0660, -0.0619, -0.0542, -0.1039, -0.3034, -0.1116, -0.0740, -0.0652, -0.0641, -0.0902, 0.1056, 0.1111, 0.1110, 0.1114, 0.0603, 0.1064, 0.1099, 0.1089, 0.1094, 0.0729, 0.1036, 0.1115, 0.1096, 0.1095, 0.1111, -0.1192, 0.4598, -0.3061, -0.2795, -0.4634, 0.0735, 0.0650, 0.0602], "lumo_energy_ev": -3.83, "e_above_lowest_ev": 1.431, "total_charge": 1, "gap_ev": 6.2}